This record from OMol25 describes a molecular structure, C11H15BaCl2N2O7P2 in a non-equilibrium geometry. The level of theory is wB97M-V/def2-TZVPD.

```
40
Properties=species:S:1:pos:R:3:forces:R:3:mulliken_charge:R:1
Ba 1.22588 -0.15132 0.60604 -2.8726 -3.1661 -2.0581 1.723
O 4.41542 0.90030 0.98348 -0.4333 0.6653 0.0736 -0.616
P 3.44825 2.17844 0.74452 -0.4479 -0.7997 0.3095 0.760
O 4.13705 3.42824 0.43294 0.0858 0.1770 0.1411 -0.726
O 2.31871 1.67563 -0.15628 1.5329 2.0798 -0.5207 -0.582
O 2.73390 2.25367 2.27596 0.0448 -0.1051 -0.0951 -0.230
P 1.94365 1.06814 3.05965 0.6999 0.4867 0.4950 0.792
O 2.18343 1.43338 4.58396 -0.0908 0.1473 0.1845 -0.498
O 0.48659 1.04866 2.74872 0.1579 0.3602 0.5355 -0.633
O 2.65241 -0.22500 2.66141 0.3818 0.4760 0.7014 -0.873
H 3.89626 0.35832 1.63216 0.6088 -0.3325 0.0909 0.462
H 3.11320 1.58436 4.78259 0.0653 -0.0093 -0.0333 0.301
Cl 0.02995 3.78653 0.92990 -0.0199 0.1212 0.0676 -0.099
C 0.94031 4.36704 -0.46203 -0.0556 0.0723 -0.0565 -0.236
Cl 0.20787 5.83563 -1.18352 0.0305 -0.0872 0.0617 -0.219
H 0.93671 3.59239 -1.21769 0.0635 -0.0118 0.0227 0.213
H 1.94874 4.60763 -0.14618 0.0174 -0.0201 -0.0372 0.314
C -2.83434 -1.18369 -0.43685 -0.0437 -0.0502 0.0467 -0.507
C -2.81050 0.29023 -0.62666 0.0620 -0.0621 -0.0387 0.340
N -1.78476 1.00222 -1.03410 0.0392 0.0529 0.1355 -0.277
C -2.24023 2.30206 -1.11826 0.0752 -0.0314 -0.0785 -0.412
C -3.54515 2.37429 -0.75486 -0.0598 -0.0252 0.0097 -0.512
N -3.90133 1.07909 -0.44046 -0.0013 0.0198 -0.0069 -0.043
H -1.81947 -1.57739 -0.47262 0.0104 0.0166 -0.0284 -0.201
H -3.40058 -1.67193 -1.23344 -0.0045 0.0106 -0.0007 0.323
H -3.28564 -1.46254 0.51788 -0.0009 0.0260 0.0033 0.357
H -1.60182 3.10917 -1.43366 0.0075 -0.0009 0.0194 0.443
H -4.22973 3.19950 -0.67571 -0.0012 0.0010 -0.0031 0.405
H -4.79661 0.76362 -0.11412 0.0057 0.0179 -0.0139 0.176
C -0.29589 -5.24756 -1.73590 0.0064 -0.0071 -0.0107 -0.200
C 0.31991 -4.29649 -2.54020 -0.0416 -0.0376 0.0743 -0.539
C 0.62164 -3.03860 -2.02358 0.0048 0.1155 -0.0839 -0.166
C 0.33921 -2.62817 -0.70492 0.1345 -0.1797 0.0055 -0.800
C -0.27544 -3.64266 0.05611 -0.0203 -0.0195 0.1419 -0.035
C -0.59349 -4.91299 -0.42136 0.0342 0.0274 -0.0947 -0.676
H -0.53463 -6.23129 -2.12550 -0.0030 0.0054 0.0032 0.344
H 0.56387 -4.53879 -3.57038 0.0052 0.0112 -0.0050 0.310
H 1.09831 -2.33919 -2.71202 0.0052 0.0129 0.0303 0.260
H -0.54239 -3.44724 1.09872 0.0205 0.0288 -0.0112 0.238
H -1.06927 -5.64364 0.22624 -0.0029 0.0141 0.0231 0.318
```
Forces are in eV/Å.

Computed properties:
Relative energy (zero: lowest compared OMol25 entry of this formula, charge and spin) (eV): 0.000
Charge: -1
LUMO level (eV): 2.459
E (a.u.): -2693.3668
HOMO-LUMO gap (eV): 6.91